Molecular formula: C5H8O
Method: DFT, the ωB97M-V functional and the def2-TZVPD basis

XYZ file:
```
14
Properties=species:S:1:pos:R:3:forces:R:3
C -2.0688 -0.6181 0.9103 -0.3652 0.9137 -0.3240
C -1.6583 0.0440 -0.1698 1.1994 -0.6851 -0.4265
C -0.2288 0.0547 -0.6031 -0.1827 -0.7001 0.5876
O -0.0274 -0.2475 -1.9258 -0.0746 0.1174 -0.4527
C 0.7368 0.3340 0.2739 0.6417 -0.8657 1.1076
C 2.2199 0.5122 0.1790 0.7062 -0.4163 -1.6480
H -1.3658 -1.2165 1.4729 -0.0435 0.0727 0.1397
H -3.0627 -0.4397 1.3045 -0.0660 -0.4773 -0.1035
H -2.2465 0.5654 -0.9202 -0.6245 0.1606 0.5785
H -0.7313 -0.8568 -2.2220 0.4547 0.5703 0.2776
H 0.4573 0.2182 1.3180 -0.6513 0.8422 -0.1140
H 2.8719 -0.1564 0.7508 -0.7204 -0.1643 0.5451
H 2.5795 0.2866 -0.8366 -0.1688 0.5681 0.0063
H 2.5242 1.5198 0.4680 -0.1050 0.0637 -0.1738
```
Forces are in eV/Å.

## Properties
Energy: -7360.393 eV
Highest occupied orbital energy: -8.44 eV
SMILES: C=C/C(O)=C/C
Relative energy (zero: lowest compared OMol25 entry of this formula, charge and spin): 1.863 eV